#i
# C21H56BF4O7V

C21H56BF4O7V as an isolated structure (ωB97M-V/def2-TZVPD, the Open Molecules 2025 dataset).

Geometry as XYZ:
```
90
Properties=species:S:1:pos:R:3:mulliken_spin:R:1
V -1.63 -2.22 -0.59 2.994
B 0.48 0.63 -0.77 0.033
F -0.08 1.57 -1.63 0.000
F 0.47 1.10 0.54 0.001
F -0.40 -0.53 -0.85 -0.061
F 1.74 0.24 -1.18 -0.003
C 1.87 -0.01 -5.50 0.000
C 0.41 -0.31 -5.12 0.000
C -0.21 -1.34 -6.05 0.000
O 0.38 -0.83 -3.80 -0.002
H 1.98 0.29 -6.55 0.000
H 2.60 -0.78 -5.28 0.000
H 2.15 0.88 -4.93 0.000
H -0.14 0.64 -5.16 0.000
H -0.04 -1.16 -7.10 0.000
H -1.27 -1.52 -5.85 0.000
H 0.31 -2.27 -5.81 0.000
H 0.72 -0.16 -3.20 0.000
C 6.90 -0.75 -0.34 0.000
C 5.39 -0.62 -0.24 0.000
C 4.91 0.60 0.56 0.000
O 4.85 -0.56 -1.60 0.000
H 7.40 0.22 -0.29 0.000
H 7.16 -1.24 -1.27 0.000
H 7.34 -1.30 0.50 0.000
H 4.94 -1.54 0.14 0.000
H 5.50 1.42 0.14 0.000
H 5.07 0.42 1.62 0.000
H 3.85 0.78 0.35 0.000
H 4.59 0.36 -1.70 0.000
C 2.06 -2.07 1.27 -0.011
C 1.54 -3.12 0.30 0.011
C 2.14 -4.51 0.37 0.000
O 0.05 -3.22 0.47 0.009
H 2.85 -2.46 1.91 -0.001
H 1.28 -1.62 1.89 0.005
H 2.49 -1.19 0.79 0.000
H 1.58 -2.73 -0.72 -0.005
H 1.91 -4.97 1.34 0.000
H 3.22 -4.37 0.37 0.000
H 1.82 -5.13 -0.46 0.000
H -0.11 -3.96 1.07 0.004
C 0.83 0.60 4.49 0.000
C 1.34 2.04 4.38 0.000
C 2.86 2.09 4.65 0.000
O 1.09 2.57 3.07 0.000
H 1.29 0.00 3.70 0.000
H -0.26 0.55 4.51 0.000
H 1.14 0.22 5.47 0.000
H 0.78 2.64 5.09 0.000
H 3.18 1.25 5.28 0.000
H 3.08 2.99 5.23 0.000
H 3.43 2.09 3.73 0.000
H 1.35 1.89 2.45 0.000
C -3.41 0.21 -3.87 0.003
C -3.38 0.18 -2.33 0.004
C -4.69 0.73 -1.77 0.003
O -3.18 -1.19 -1.92 0.017
H -3.08 1.18 -4.24 0.000
H -4.41 0.12 -4.31 0.000
H -2.72 -0.53 -4.28 -0.002
H -2.52 0.81 -2.10 -0.002
H -4.97 1.61 -2.33 0.001
H -4.65 0.94 -0.70 0.000
H -5.42 -0.06 -1.93 0.000
H -4.00 -1.69 -2.04 -0.001
C -2.69 -1.47 3.39 -0.009
C -3.40 -1.49 2.03 0.007
C -4.68 -0.66 2.00 -0.004
O -2.46 -0.97 1.04 -0.015
H -1.89 -2.20 3.39 0.000
H -3.40 -1.69 4.18 0.000
H -2.25 -0.48 3.49 0.003
H -3.63 -2.52 1.74 0.018
H -4.41 0.39 2.07 0.002
H -5.40 -1.09 2.70 0.000
H -5.15 -0.77 1.02 0.001
H -2.34 -0.01 1.24 0.000
C -3.91 3.25 1.22 0.000
C -2.51 3.00 0.73 0.000
C -1.50 4.02 1.32 0.000
O -2.08 1.70 1.27 0.002
H -3.97 2.99 2.28 0.000
H -4.68 2.66 0.72 0.000
H -4.18 4.30 1.12 0.000
H -2.40 2.89 -0.35 0.000
H -1.65 3.97 2.40 0.000
H -1.54 5.01 0.87 0.000
H -0.50 3.62 1.15 0.000
H -1.13 1.63 1.07 -0.002
```

Output
2S+1: 4
Kohn-Sham gap (alpha / beta), eV: 7.326 / 7.315
LUMO level (alpha / beta), eV: -4.53 / -4.54
HOMO (alpha / beta), eV: -11.9 / -11.9
Charge: +1


#ii
# C21H56BF4O7V

C21H56BF4O7V as an isolated structure (ωB97M-V/def2-TZVPD, the Open Molecules 2025 dataset).

Geometry as XYZ:
```
90
Properties=species:S:1:pos:R:3:mulliken_spin:R:1
V 2.09 0.63 -0.55 2.917
B -0.37 -0.68 -0.15 0.022
F -1.15 -0.10 0.83 0.002
F 0.90 -1.08 0.39 -0.001
F -0.99 -1.73 -0.76 -0.003
F 0.02 0.37 -1.09 -0.031
C 1.53 3.62 -3.67 -0.002
C 1.06 2.22 -3.33 0.010
C 0.65 1.44 -4.56 -0.001
O 2.11 1.50 -2.61 -0.011
H 2.09 4.07 -2.84 0.001
H 0.69 4.27 -3.90 0.001
H 2.21 3.60 -4.54 0.000
H 0.19 2.28 -2.68 0.005
H -0.30 1.84 -4.90 0.000
H 0.52 0.39 -4.31 0.000
H 1.37 1.52 -5.37 0.000
H 2.95 1.83 -2.95 0.010
C 2.95 -0.96 3.40 0.001
C 2.40 0.31 2.80 0.016
C 2.70 1.54 3.62 0.000
O 2.99 0.48 1.45 -0.034
H 4.03 -0.87 3.54 0.000
H 2.70 -1.81 2.77 0.000
H 2.51 -1.12 4.39 0.000
H 1.33 0.21 2.63 0.005
H 2.39 2.45 3.11 0.002
H 3.76 1.60 3.87 0.000
H 2.16 1.50 4.57 0.000
H 3.91 0.73 1.60 0.010
C -0.18 3.28 1.86 0.001
C 0.03 3.14 0.38 0.043
C -0.11 4.44 -0.38 0.002
O 1.38 2.59 0.14 -0.018
H -1.17 3.69 2.07 0.001
H 0.56 3.94 2.31 0.000
H -0.14 2.29 2.33 0.001
H -0.65 2.39 -0.02 -0.018
H 0.64 5.17 -0.07 0.000
H -1.10 4.87 -0.21 0.000
H 0.00 4.26 -1.45 -0.001
H 2.03 3.27 0.36 0.018
C -4.16 2.44 -1.36 0.000
C -2.92 2.41 -2.25 0.000
C -2.73 1.06 -2.91 0.000
O -2.98 3.45 -3.23 0.000
H -4.27 3.40 -0.85 0.000
H -4.14 1.65 -0.62 0.000
H -5.05 2.31 -1.98 0.000
H -2.04 2.67 -1.66 -0.001
H -3.68 0.64 -3.28 0.000
H -2.27 0.33 -2.25 0.000
H -2.12 1.15 -3.80 0.000
H -3.88 3.51 -3.56 0.000
C 3.18 -3.09 -0.70 -0.005
C 4.10 -1.89 -0.76 0.016
C 5.44 -2.19 -1.42 0.002
O 3.46 -0.75 -1.45 0.029
H 3.63 -3.84 -0.05 0.000
H 3.07 -3.52 -1.70 0.001
H 2.19 -2.84 -0.34 0.003
H 4.32 -1.49 0.23 -0.002
H 5.31 -2.60 -2.43 0.000
H 5.96 -2.92 -0.81 0.000
H 6.06 -1.29 -1.46 0.000
H 3.33 -0.99 -2.38 0.009
C -5.04 -2.87 1.78 0.000
C -4.53 -2.73 0.36 0.000
C -4.63 -1.30 -0.14 0.000
O -3.16 -3.17 0.29 0.000
H -4.53 -2.18 2.46 0.000
H -4.84 -3.87 2.16 0.000
H -6.12 -2.71 1.82 0.000
H -5.12 -3.39 -0.28 0.000
H -4.39 -1.22 -1.20 0.000
H -3.94 -0.67 0.43 0.000
H -5.62 -0.88 0.02 0.000
H -2.61 -2.44 -0.01 0.000
C -0.28 -3.27 4.25 0.000
C -0.82 -3.30 2.84 -0.001
C 0.09 -4.09 1.92 0.000
O -2.11 -3.90 2.92 0.000
H -0.94 -2.70 4.91 0.000
H 0.73 -2.85 4.29 0.000
H -0.21 -4.29 4.63 0.000
H -0.93 -2.28 2.45 0.000
H 1.06 -3.60 1.79 0.000
H -0.36 -4.25 0.93 0.000
H 0.28 -5.09 2.33 0.000
H -2.44 -3.96 2.01 0.000
```

Output
2S+1: 4
Kohn-Sham gap (alpha / beta), eV: 8.298 / 8.072
LUMO level (alpha / beta), eV: -2.98 / -3.21
HOMO (alpha / beta), eV: -11.3 / -11.3
Charge: +1


Most stable structure - #ii; separation to the second - 2.515 eV.